C20H22Br2NNiOSi2 as an isolated structure in a non-equilibrium geometry, computed with ωB97M-V/def2-TZVPD.

Atoms and positions in Å:
Ni1 -0.4689 -0.0890 0.0000
C1 2.7842 -0.2614 1.5686
Si1 1.7492 0.2923 0.0000
C2 2.7842 -0.2614 -1.5686
C3 2.1738 2.1811 0.0000
C4 3.4461 2.7333 0.0001
C5 3.6168 4.1079 0.0001
C6 2.5143 4.9471 0.0001
C7 1.2426 4.4029 0.0000
C8 1.0686 3.0286 0.0000
Si2 -0.6654 2.1892 0.0000
C9 -1.5431 2.9867 -1.5425
C10 -1.5432 2.9867 1.5425
H1 3.7107 -0.7352 1.2654
H2 2.2500 -0.9642 2.1997
H3 3.0257 0.6031 2.1783
H4 3.7107 -0.7352 -1.2654
H5 3.0258 0.6032 -2.1782
H6 2.2500 -0.9642 -2.1997
H7 4.3185 2.0914 0.0001
H8 4.6102 4.5360 0.0001
H9 2.6474 6.0209 0.0001
H10 0.3804 5.0556 0.0000
H11 -1.5486 4.0672 -1.4382
H12 -2.5681 2.6486 -1.6292
H13 -1.0247 2.7446 -2.4638
H14 -1.5487 4.0672 1.4382
H15 -1.0248 2.7446 2.4638
H16 -2.5681 2.6486 1.6291
C11 1.5803 -3.1675 -0.0001
C12 0.0957 -3.3558 0.0000
C13 -0.3940 -4.6338 0.0000
C14 -1.7708 -4.8862 0.0000
C15 -2.6375 -3.7929 0.0000
C16 -4.0435 -3.9081 0.0000
Br1 -4.8480 -5.6369 0.0001
C17 -4.8981 -2.8093 0.0000
C18 -4.3385 -1.5598 0.0000
Br2 -5.4587 -0.0235 0.0000
C19 -2.9266 -1.3420 0.0000
O1 -2.4431 -0.1460 0.0000
C20 -2.0752 -2.4857 0.0000
N1 -0.7182 -2.2495 0.0000
H17 2.0819 -4.1353 -0.0001
H18 1.8991 -2.6141 0.8797
H19 1.8990 -2.6142 -0.8798
H20 0.2971 -5.4646 0.0000
H21 -2.1397 -5.8980 0.0000
H22 -5.9685 -2.9509 0.0001

Cartesian forces (eV/Å) of the 3 atoms listed first:
Ni -0.15 0.11 0.00
C -0.48 -0.09 -0.56
Si 0.41 0.79 0.00

Values from the calculation:
- Total energy: -8140.77597 a.u.
- Charge: -1
- 2S+1: 1
- Kohn-Sham gap: 6.75 eV
- Highest occupied orbital energy: -4.58 eV

Löwdin population analysis, charges in e, atoms 1 to 6: atom 1 (Ni): 0.10, atom 2 (C): -0.23, atom 3 (Si): 0.58, atom 4 (C): -0.23, atom 5 (C): -0.33, atom 6 (C): -0.12